30
Properties=species:S:1:pos:R:3 method="wB97M-V/def2-TZVPD" homo_lumo_gap_ha=0.12943 charge=+1 multiplicity=1 max_force_ev_per_a=2.4 homo_ev=-10.31 total_energy_ha=-852.0530
Mg 21.988 -18.094 -17.115
O 22.829 -21.023 -18.502
O 24.231 -19.131 -14.693
O 24.839 -16.686 -18.317
O 20.811 -20.037 -22.133
O 19.354 -16.467 -19.829
O 21.758 -15.349 -14.966
O 19.515 -19.527 -15.520
C 17.923 -14.647 -20.757
C 18.084 -15.905 -19.992
C 17.133 -16.897 -20.699
H 24.668 -19.974 -14.814
H 22.570 -21.227 -19.400
H 16.959 -14.143 -20.688
H 17.329 -17.110 -21.750
H 21.615 -14.492 -15.369
H 20.526 -19.244 -21.680
H 24.461 -18.867 -13.802
H 17.092 -17.881 -20.231
H 25.574 -16.339 -17.811
H 18.713 -19.202 -15.111
H 18.146 -14.783 -21.815
H 16.083 -16.610 -20.643
H 23.582 -21.590 -18.334
H 18.611 -13.901 -20.359
H 19.499 -20.471 -15.365
H 24.879 -16.218 -19.151
H 17.582 -15.780 -19.032
H 20.007 -20.410 -22.495
H 22.111 -15.150 -14.099